1.
A cluster of 2 separate species, C20H25ClN3O2 in total in a non-equilibrium geometry, computed with the ωB97M-V functional and the def2-TZVPD basis.

## Properties
Orbital gap   8.8 eV
Maximum force   17.63 eV/Å
LUMO level   -2.7 eV
ΔE to the lowest compared entry with this formula, charge and spin   1711.78 kJ/mol

Structure (ORCA input):
```
! RIJCOSX wB97M-V def2-TZVPD def2/J DEFGRID3
* xyz 1 1
Cl -3.106 -3.680 -1.988
O 1.147 3.430 -2.509
O -1.143 -0.713 1.127
N 0.850 1.805 -0.397
N -0.198 -2.695 2.264
N 1.984 0.689 1.869
C -0.908 -3.499 1.241
C -0.182 3.015 -2.409
C -0.606 -4.951 1.365
C -1.637 -3.260 0.124
C -1.622 1.308 -1.330
C 1.639 1.880 1.815
C 1.814 -0.308 3.027
C -1.023 -5.943 0.673
C -2.194 2.562 -3.280
C -1.906 -4.255 -0.681
C 1.083 0.388 -0.469
C -1.273 3.366 -3.329
C 1.406 4.474 -3.204
C -2.463 1.665 -2.285
C -0.433 -1.399 2.167
C -1.659 -5.592 -0.599
C 0.328 2.075 1.095
C 2.211 0.119 0.410
C 0.591 -0.683 3.263
C -0.263 2.082 -1.203
H 3.162 0.907 0.251
H -1.983 -6.415 -1.257
H 0.859 5.209 -3.105
H 1.425 3.926 -4.238
H -0.853 3.926 -4.044
H 2.261 -1.187 2.621
H -0.317 0.540 3.609
H 2.160 0.173 3.934
H 1.445 2.278 -0.877
H -3.388 1.089 -2.177
H 1.415 0.178 -1.390
H -0.543 1.227 1.281
H -0.022 -5.211 2.300
H -0.741 -6.973 1.021
H -0.178 3.026 0.978
H 2.436 2.700 1.549
H 0.095 -1.253 4.200
H 2.489 4.734 -3.042
H -3.033 2.955 -3.918
H 1.196 2.210 2.812
H -1.932 0.503 -0.589
H 2.729 -0.886 0.443
H 0.423 -0.423 -0.100
H -1.765 -2.191 -0.053
H 0.219 -2.922 3.040
*
```

Atomic partial charges in e from the Mulliken method, atoms 1 to 2:
1 Cl -0.25
2 O -0.36

2.
An isolated molecule of C4H6N2O2 in a non-equilibrium geometry, computed with the ωB97M-V functional and the def2-TZVPD basis.

## Properties
Orbital gap   7.5 eV
Maximum force   3.09 eV/Å
LUMO level   0.8 eV
SMILES string   Nc1[nH]cc(O)c1O
ΔE to the lowest compared entry with this formula, charge and spin   209.52 kJ/mol

Structure (ORCA input):
```
! RIJCOSX wB97M-V def2-TZVPD def2/J DEFGRID3
* xyz 0 1
O -1.882 -0.100 -1.143
O -0.064 2.314 -1.195
N 0.865 -0.260 1.144
N -0.392 -2.214 0.525
C 1.219 0.863 0.374
C -0.061 -0.875 0.351
C -0.718 0.082 -0.431
C 0.143 1.181 -0.449
H 1.543 -0.781 1.678
H 2.219 1.249 0.435
H -1.208 -2.479 -0.010
H 0.656 2.927 -1.013
H -0.356 -2.561 1.475
H -1.962 0.652 -1.741
*
```

Atomic partial charges in e from the Mulliken method, atoms 1 to 2:
1 O -0.60
2 O -0.53